# 1
Here is a molecular structure, C17H27FGdNO2P2 from the OMol25 dataset. Energies are from ωB97M-V with the def2-TZVPD basis set.

Summary:
2S+1: 8
expectation value of S²: 16.1249
relative energy (zero: lowest compared OMol25 entry of this formula, charge and spin): 0.0 kJ/mol
Kohn-Sham gap (alpha / beta): 0.29825 / 0.23608 Ha
lowest unoccupied orbital energy (alpha / beta): -0.232 / -0.286 hartree
net charge: +2
HOMO energy (alpha / beta): -0.5306 / -0.5222 hartree

Atoms and positions in Å:
Gd 1.13 -0.99 -0.09
P 1.86 1.65 0.46
P -1.64 -1.58 -0.56
F -0.39 -1.74 6.09
O 4.50 -1.28 0.94
O 2.99 -2.19 -1.47
N 0.22 0.57 -1.75
C -0.50 1.94 -4.17
C 1.15 2.73 -0.86
C -0.25 -1.41 4.75
C -0.28 0.22 2.98
C 0.13 -0.75 2.08
C 3.52 1.72 -0.31
C -1.27 -1.33 -2.38
C 0.06 -2.42 3.85
C -0.47 -0.09 4.35
C -3.37 -0.98 -0.69
C -0.61 0.00 -2.70
C 0.16 2.62 -3.15
C -2.13 -3.33 -0.80
C -0.93 0.64 -3.91
C 0.22 -2.08 2.48
C 2.08 2.96 1.67
C 0.50 1.92 -1.96
H 5.47 -1.40 1.13
H 4.02 -1.41 1.82
H 3.44 1.36 -1.34
H 0.40 3.43 -0.43
H 0.15 -3.46 4.19
H 0.37 -2.89 1.74
H -0.72 2.44 -5.11
H 2.74 3.74 1.23
H -3.44 0.07 -1.01
H 3.78 -2.57 -1.01
H -3.89 -1.15 0.27
H -3.89 -1.59 -1.46
H -2.44 -3.71 0.17
H 4.24 1.17 0.28
H -0.45 1.24 2.63
H 1.96 3.34 -1.30
H 1.13 3.44 1.94
H -0.65 -2.18 -2.74
H -2.25 -1.37 -2.88
H 2.78 -2.78 -2.24
H -1.60 0.14 -4.64
H 0.41 3.69 -3.25
H -1.30 -3.88 -1.23
H -3.00 -3.36 -1.49
H 2.58 2.54 2.55
H 3.74 2.80 -0.33
H -0.77 0.65 5.09

Atom charges from the Mulliken analysis, given in e for atoms 1 to 6: Gd 0.36; P 0.99; P 0.96; F -0.29; O -0.59; O -0.58



# 2
Here is a molecular structure, C17H27InNO from the OMol25 dataset. Energies are from ωB97M-V with the def2-TZVPD basis set.

Summary:
2S+1: 1
Kohn-Sham gap: 0.26633 Ha
lowest unoccupied orbital energy: 0.087 hartree
net charge: -1
HOMO energy: -0.1792 hartree

Atoms and positions in Å:
In 4.56 -1.93 0.69
O 6.87 -3.12 3.14
N 6.14 -3.40 0.88
C 3.56 -1.98 -1.35
C 1.01 -2.16 0.28
C -1.83 0.89 1.73
C -5.43 4.47 -0.21
C -0.54 -1.84 0.53
C -3.76 5.96 -1.08
C -0.74 0.69 0.62
C -3.15 3.73 -0.41
C -5.08 5.71 -0.72
C 0.71 -4.56 -0.51
C -2.80 4.97 -0.92
C -0.82 -0.46 -0.18
C -4.47 3.47 -0.06
C 6.53 -3.28 2.01
C 2.60 -3.22 -1.58
C 0.45 1.67 0.37
C 1.14 -3.08 -0.99
H -1.03 -0.45 -1.28
H -5.83 6.48 -0.84
H 0.38 -2.80 -1.77
H 1.38 1.15 0.73
H 4.39 -2.06 -2.11
H 2.47 -3.30 -2.71
H 0.56 1.94 -0.71
H 1.38 -2.73 1.17
H -1.16 -2.67 0.10
H -2.06 1.97 1.87
H 1.33 -5.34 -1.01
H 1.51 -1.16 0.19
H 0.82 -4.69 0.59
H -3.48 6.92 -1.49
H -6.46 4.27 0.08
H -1.52 0.39 2.69
H 3.37 -2.17 2.04
H 3.06 -0.98 -1.56
H -0.65 -1.74 1.64
H 0.31 2.61 0.99
H -4.75 2.50 0.34
H 3.12 -4.17 -1.29
H -0.38 -4.71 -0.76
H -2.77 0.37 1.40
H -2.40 2.95 -0.29
H 5.24 -0.28 0.95
H -1.77 5.16 -1.20

Atom charges from the Mulliken analysis, given in e for atoms 1 to 6: In 0.85; O -0.60; N -0.64; C -1.38; C -0.26; C -1.31



# 3
Here is a molecular structure, C17H27MnN3O4S from the OMol25 dataset. Energies are from ωB97M-V with the def2-TZVPD basis set.

Summary:
2S+1: 6
expectation value of S²: 8.7674
Kohn-Sham gap (alpha / beta): 0.24229 / 0.24391 Ha
lowest unoccupied orbital energy (alpha / beta): -0.245 / -0.249 hartree
net charge: +2
HOMO energy (alpha / beta): -0.4873 / -0.4929 hartree

Atoms and positions in Å:
Mn 0.77 0.83 0.09
S -3.10 5.89 3.18
O 2.10 0.42 -1.39
O 0.03 -1.33 0.47
O -0.57 0.64 -1.69
O 2.44 -0.28 1.16
N -2.02 4.63 5.19
N -0.27 1.78 1.37
N -0.99 -1.72 -1.60
C -1.03 2.78 0.85
C -0.16 1.72 2.70
C -0.77 2.62 3.55
C -0.52 -2.49 -2.63
C 2.22 -1.69 1.34
C -1.54 -0.41 -1.82
C -0.88 -2.17 -0.24
C 1.59 0.12 -2.70
C -1.26 -3.36 -3.55
C 0.74 -1.91 1.57
C 0.28 0.88 -2.83
C -2.18 4.70 3.87
C -1.65 3.72 1.63
C -1.86 -4.60 -2.85
C 3.62 0.02 0.40
C 3.37 -0.18 -1.09
C -1.53 3.67 3.02
H -0.51 -3.20 -0.26
H 3.85 1.07 0.61
H 0.44 0.91 3.10
H 1.44 -0.96 -2.80
H 4.46 -0.59 0.72
H -2.24 4.50 1.17
H -1.46 3.94 5.65
H -2.09 -2.80 -4.01
H 0.49 1.95 -2.83
H -1.86 -2.14 0.26
H -2.46 -5.16 -3.57
H 0.42 -1.43 2.50
H 0.54 -2.98 1.65
H 2.52 -2.23 0.44
H 4.16 0.30 -1.67
H -2.51 -4.31 -2.02
H 2.29 0.47 -3.46
H -1.08 -5.26 -2.48
H -0.22 0.60 -3.76
H -2.47 5.33 5.77
H -0.61 -3.69 -4.36
H -2.30 -0.20 -1.07
H -1.97 -0.38 -2.82
H -0.64 2.48 4.61
H -1.15 2.78 -0.23
H 2.80 -2.05 2.19
H 3.33 -1.24 -1.35

Atom charges from the natural (NBO) analysis, given in e for atoms 1 to 6: Mn 1.44; S -0.01; O -0.60; O -0.62; O -0.60; O -0.58



# 4
Here is a molecular structure, C17H27N2O10V from the OMol25 dataset. Energies are from ωB97M-V with the def2-TZVPD basis set.

Summary:
2S+1: 2
expectation value of S²: 0.7617
relative energy (zero: lowest compared OMol25 entry of this formula, charge and spin): 0.0 kJ/mol
Kohn-Sham gap (alpha / beta): 0.20724 / 0.23218 Ha
lowest unoccupied orbital energy (alpha / beta): -0.442 / -0.417 hartree
net charge: +3
HOMO energy (alpha / beta): -0.6496 / -0.6496 hartree

Atoms and positions in Å:
V 0.42 0.08 0.10
O -0.78 -0.50 -0.88
O 0.04 2.13 -0.49
O 1.53 -1.53 0.32
O 1.85 0.29 -1.32
O 1.80 1.22 1.08
O -0.29 -0.79 1.88
O -3.07 -0.38 -0.83
O -1.48 1.28 1.19
O -5.21 -3.44 -3.65
O -5.27 -1.74 -2.23
N -1.16 -3.52 -3.43
N -0.87 -2.56 -2.58
C -2.07 -2.06 -2.25
C 2.96 1.18 -1.02
C 0.51 -1.88 2.40
C -3.13 -2.74 -2.90
C -2.18 -0.96 -1.33
C -1.35 2.47 -0.81
C -2.16 2.31 0.47
C 3.14 1.18 0.48
C -1.13 -0.17 2.93
C -2.20 0.61 2.21
C -2.47 -3.68 -3.67
C 1.32 2.55 1.47
C -4.64 -2.68 -2.93
C 2.43 -1.97 -0.75
C 0.73 3.19 0.23
C 1.02 -2.60 1.19
C 2.17 -1.01 -1.90
H -2.18 3.22 1.08
H -1.65 1.78 -1.59
H -1.37 3.48 -1.21
H -3.18 2.02 0.24
H -0.11 -2.54 3.01
H -0.48 0.47 3.52
H 0.57 2.36 2.23
H -2.67 1.31 2.90
H 1.32 -1.47 3.01
H 0.03 3.98 0.50
H 1.48 3.62 -0.43
H -1.53 -0.96 3.55
H 3.70 2.04 0.83
H 3.44 -1.93 -0.36
H -4.68 -1.17 -1.73
H 3.85 0.84 -1.54
H 2.17 -2.99 -1.03
H 2.67 2.15 -1.42
H -2.87 -4.42 -4.34
H -0.41 -4.05 -3.85
H -2.96 -0.04 1.78
H 2.15 3.11 1.90
H 3.60 0.27 0.86
H 0.23 -3.11 0.63
H 1.84 -3.28 1.42
H 1.29 -1.29 -2.48
H 3.04 -0.90 -2.55

Atom charges from the natural (NBO) analysis, given in e for atoms 1 to 6: V 1.85; O -0.65; O -0.56; O -0.56; O -0.53; O -0.58



Values for E, a.u., ordered as above
-2416.89438; -983.97094; -2677.69131; -2468.86957